1.
20
Properties=species:S:1:pos:R:3:forces:R:3 method="wB97M-V/def2-TZVPD" homo_energy_ev=-15.06 homo_lumo_gap_ev=11.8 lumo_energy_ev=-3.28 relative_energy_kcal_mol=45.5 multiplicity=1 charge=+1
C -1.787 -1.410 1.232 0.7 -1.9 0.2
C -1.255 0.037 0.968 1.7 -3.0 -1.3
C -0.154 0.559 1.883 -0.8 2.4 -0.7
N -0.676 -0.087 -0.498 -1.9 3.2 1.2
H -2.676 -1.824 0.666 0.7 1.3 0.8
H -1.065 -2.348 1.144 -0.4 2.5 -0.7
H -1.863 -1.535 2.294 -1.1 0.3 0.7
H -1.931 0.856 0.797 -1.0 -0.2 0.4
H 0.667 -0.123 2.042 0.1 -0.1 0.2
H -0.706 0.846 2.788 0.6 -0.4 0.2
H 0.204 1.620 1.491 -0.4 -2.3 0.6
H -1.476 0.264 -1.010 0.0 -0.4 -0.9
H -0.033 0.674 -0.493 1.2 0.6 -0.6
H -0.246 -0.843 -0.954 0.9 -1.9 -0.2
H 1.356 2.105 -2.523 1.6 -1.2 0.3
H 2.649 2.569 -2.950 0.8 -0.5 0.2
O 2.316 1.785 -2.477 -2.4 1.7 -0.5
H 2.252 -1.784 -1.283 0.4 -1.5 0.3
H 2.602 -0.365 -1.571 -1.5 -0.5 -0.3
O 1.822 -0.992 -1.547 0.9 2.0 0.0

***

2.
40
Properties=species:S:1:pos:R:3:forces:R:3 method="wB97M-V/def2-TZVPD" homo_energy_ev=-8.45 homo_lumo_gap_ev=8.7 lumo_energy_ev=0.25 smiles=NCCNCCCO.O.O.O.O.O.O relative_energy_kcal_mol=64.5 multiplicity=1 charge=0
N 2.475 -1.402 1.316 0.9 0.3 0.7
C 2.461 -1.685 -0.115 1.9 0.4 0.1
C 3.103 -0.503 -0.918 -1.4 0.2 -0.1
N 2.231 0.659 -1.190 1.2 -1.7 -0.1
C 1.113 0.407 -2.078 -1.5 2.4 1.5
C -0.230 -0.142 -1.553 0.0 -1.8 -0.7
C -1.218 -0.344 -2.715 -1.6 0.0 1.3
O -2.565 -0.462 -2.154 0.6 -0.3 0.5
H 3.254 -0.757 1.462 0.2 -0.5 0.1
H 1.754 -0.840 1.742 -0.9 -0.2 -0.8
H 3.173 -2.500 -0.318 -0.1 -0.1 0.4
H 1.519 -2.119 -0.420 -0.4 0.5 -0.3
H 3.978 -0.088 -0.408 -0.1 -0.4 0.5
H 3.533 -0.898 -1.832 -0.3 0.0 -0.6
H 2.017 1.102 -0.299 -0.4 -0.1 -0.3
H 1.370 -0.120 -3.004 0.3 0.4 0.2
H 0.768 1.449 -2.216 0.3 -0.2 -1.4
H -0.824 0.447 -0.855 1.0 0.4 -0.5
H -0.105 -1.119 -1.078 -0.1 0.0 0.0
H -1.069 -1.308 -3.178 0.3 0.2 -0.8
H -1.354 0.524 -3.372 1.0 -0.3 -0.4
H -2.573 0.279 -1.532 -0.5 0.3 -0.2
O -2.272 -1.219 3.252 -0.2 -0.5 0.5
H -2.856 -1.320 2.496 0.2 0.3 -0.1
H -1.459 -0.784 2.989 -0.2 0.3 -0.1
O -3.436 -0.349 0.841 -0.1 -0.2 0.0
H -3.255 -0.786 -0.002 -0.2 0.0 -0.2
H -3.975 0.427 0.661 -0.3 -0.1 -0.2
O -1.472 1.451 1.112 0.0 -1.3 0.4
H -2.191 0.778 1.246 0.0 0.9 0.8
H -1.121 0.902 0.396 0.8 0.7 0.2
O 1.618 1.865 1.656 -0.6 0.0 -0.4
H 1.294 2.546 1.052 0.3 0.2 0.2
H 0.777 1.421 1.859 0.2 -0.1 0.4
O -2.431 2.216 -1.075 -0.6 -0.2 -0.7
H -1.922 2.597 -0.351 0.1 0.0 0.0
H -2.137 2.539 -1.931 0.1 0.4 0.1
O 0.439 -0.629 3.434 0.3 -0.3 -0.1
H 0.301 -1.556 3.194 -0.1 0.0 0.0
H 1.288 -0.679 3.886 0.0 0.3 0.2

***

3.
15
Properties=species:S:1:pos:R:3:forces:R:3 method="wB97M-V/def2-TZVPD" homo_energy_ev=-6.84 homo_lumo_gap_ev=7.8 lumo_energy_ev=0.92 smiles="C=C1C=CN(C)N1" relative_energy_kcal_mol=60.8 multiplicity=1 charge=0
C -2.556 -0.435 0.222 -0.2 0.2 -0.1
C -1.305 0.072 0.332 0.1 -0.1 -0.1
C -0.679 1.393 0.387 0.0 -0.1 0.1
C 0.583 1.229 -0.073 0.0 0.0 0.0
N 0.855 -0.091 -0.388 0.0 0.1 -0.1
C 2.161 -0.695 -0.229 0.1 0.0 -0.1
N -0.227 -0.798 0.166 -0.1 -0.2 -0.1
H -2.697 -1.254 -0.476 0.1 -0.4 0.6
H -3.437 -0.056 0.712 0.0 0.5 -0.3
H -1.202 2.336 0.471 0.1 -0.2 0.2
H 1.342 1.973 -0.292 -0.2 -0.1 0.1
H 2.906 -0.003 -0.632 -0.1 -0.1 0.1
H 2.197 -1.612 -0.827 0.0 0.1 0.1
H 2.415 -0.940 0.813 -0.2 0.1 -0.1
H -0.504 -1.684 -0.247 0.5 0.0 -0.3

***

4.
55
Properties=species:S:1:pos:R:3:forces:R:3 method="wB97M-V/def2-TZVPD" homo_energy_ev="-21.30 / -22.26" homo_lumo_gap_ev="8.4 / 6.4" lumo_energy_ev="-12.94 / -15.87" s_squared=6.02 multiplicity=5 charge=+4
Pt -0.155 0.027 0.064 0.1 -0.3 0.4
C -0.521 -3.275 1.754 0.1 0.2 -0.1
C -0.785 -2.981 0.282 -0.2 -0.4 0.3
N 0.146 -2.069 -0.431 -0.1 0.6 0.1
C 1.578 -2.441 -0.535 0.3 0.0 0.1
C 2.399 -1.849 0.589 0.0 -0.4 -0.1
N 2.213 -0.392 0.696 -0.3 0.2 -0.4
C 2.756 0.135 1.952 0.2 0.3 0.5
C 2.553 1.635 2.221 -0.2 -0.1 -0.1
C 1.531 2.377 1.375 0.4 0.2 0.2
N 0.142 1.850 1.328 -0.2 -0.4 -0.4
C -0.608 1.678 2.593 0.0 -0.1 0.3
C -0.431 0.301 3.201 0.0 0.4 0.2
N -0.796 -0.782 2.273 -0.2 0.4 -0.5
C -0.299 -2.089 2.708 0.2 -0.6 0.1
H 0.323 -3.956 1.869 0.0 0.0 0.0
H -1.392 -3.848 2.076 0.0 0.0 0.0
H -1.788 -2.566 0.153 0.0 0.1 -0.1
H -0.788 -3.946 -0.235 0.0 0.1 -0.1
H -0.218 -2.012 -1.384 0.0 0.0 -0.1
H 1.949 -2.069 -1.491 -0.1 0.0 0.0
H 1.696 -3.527 -0.524 -0.1 0.0 -0.1
H 3.452 -2.092 0.415 0.0 0.1 0.0
H 2.134 -2.305 1.540 0.0 0.1 0.0
H 2.635 0.083 -0.102 0.0 0.0 0.0
H 3.834 -0.063 1.981 0.0 -0.1 -0.2
H 2.346 -0.464 2.763 -0.1 0.0 -0.1
H 3.488 2.168 2.049 0.0 0.0 0.0
H 2.339 1.769 3.282 0.0 0.0 0.0
H 1.869 2.455 0.339 -0.1 0.0 0.0
H 1.492 3.404 1.754 -0.1 0.0 0.0
H -0.363 2.533 0.769 0.0 0.0 0.0
H -1.666 1.840 2.380 0.0 0.1 0.0
H -0.297 2.423 3.330 0.0 0.1 -0.1
H -1.049 0.253 4.104 0.0 -0.1 0.0
H 0.596 0.149 3.521 0.0 -0.1 0.0
H -1.805 -0.810 2.123 0.0 0.0 0.1
H -0.778 -2.349 3.661 0.0 0.2 0.0
H 0.755 -1.972 2.952 0.0 0.1 -0.1
N -3.247 2.745 -1.678 0.0 0.1 0.3
C -2.526 2.263 -0.671 -0.3 0.1 0.0
N -1.616 1.419 -1.152 0.5 -0.4 0.0
C -1.854 1.441 -2.515 -0.2 0.3 0.4
N -2.838 2.244 -2.832 0.2 -0.2 -0.3
C -1.138 0.763 -3.598 0.4 -0.4 -0.8
C -1.523 1.088 -4.933 -0.6 0.5 0.1
N -0.854 0.508 -5.868 0.2 -0.2 0.7
C 0.127 -0.338 -5.762 0.3 -0.2 -0.5
C 0.482 -0.647 -4.433 -0.3 0.2 -0.1
N -0.156 -0.101 -3.412 0.0 0.0 0.5
H -4.019 3.408 -1.656 0.0 0.0 0.0
H -2.701 2.527 0.361 0.0 0.0 0.0
H -2.337 1.787 -5.135 0.1 0.0 -0.1
H 0.619 -0.765 -6.636 0.0 0.0 0.0
H 1.283 -1.356 -4.261 0.0 0.0 -0.1

***

5.
23
Properties=species:S:1:pos:R:3:forces:R:3 method="wB97M-V/def2-TZVPD" homo_energy_ev=-13.32 homo_lumo_gap_ev=10.5 lumo_energy_ev=-2.85 relative_energy_kcal_mol=43.9 multiplicity=1 charge=+1
N 1.543 0.185 -0.688 -0.2 -2.7 0.2
C 0.653 -1.003 -0.163 0.8 0.2 1.1
C -0.761 -0.443 -0.165 -0.4 -2.6 1.2
C -0.957 0.521 -1.263 -1.7 2.0 -1.3
O -0.284 0.169 -2.523 -2.3 -0.3 -1.3
C 1.194 -1.515 1.240 -2.6 1.8 -0.4
N 0.840 -0.540 2.276 0.8 -0.2 -1.7
H 2.437 -0.278 -0.798 0.7 0.8 0.3
H 1.235 0.455 -1.627 -0.2 0.1 -0.1
H 1.465 0.918 -0.009 0.5 0.7 0.5
H 0.871 -1.837 -0.831 -0.5 0.3 -0.5
H -1.425 -1.335 -0.247 0.3 0.5 -0.4
H -1.120 -0.008 0.800 1.0 0.0 -0.8
H -2.064 0.531 -1.435 0.9 0.5 0.0
H -0.625 1.581 -0.922 -0.5 -1.7 -0.9
H -0.958 0.015 -3.306 2.0 0.6 2.6
H 2.227 -1.652 1.189 1.9 -0.1 -0.1
H 0.774 -2.491 1.454 -0.3 -0.3 -0.3
H 1.642 -0.300 2.806 0.3 0.2 1.0
H 0.042 -0.805 2.801 -0.4 -0.1 0.7
H -2.447 2.217 0.388 0.7 0.1 -0.2
H -2.513 2.121 1.798 -0.4 0.0 1.7
O -1.840 2.081 1.139 -0.5 0.1 -1.3

***

6.
14
Properties=species:S:1:pos:R:3:forces:R:3 method="wB97M-V/def2-TZVPD" homo_energy_ev=-9.24 homo_lumo_gap_ev=10.3 lumo_energy_ev=1.01 relative_energy_kcal_mol=121.7 multiplicity=1 charge=0
C 1.041 -1.023 -1.005 0.1 0.3 -0.1
N 0.241 -1.869 -0.100 -0.2 0.0 0.4
C 0.015 -0.454 -0.103 0.2 0.4 0.3
C 0.074 0.546 1.004 0.9 0.3 0.7
C -0.499 1.640 0.066 0.2 0.1 -0.2
C -1.350 0.369 -0.030 1.5 -1.6 -1.1
O -1.315 0.220 1.413 0.1 -0.4 -0.1
H 2.079 -0.800 -0.747 -0.2 -0.1 0.0
H 0.893 -1.231 -2.066 -0.2 0.2 0.3
H 0.754 -2.188 0.721 -0.1 0.1 -0.2
H 0.815 0.601 1.792 0.1 0.3 0.4
H 0.024 1.891 -0.857 0.3 0.0 0.2
H -0.852 2.520 0.616 -0.4 -0.4 -0.3
H -1.920 -0.224 -0.703 -2.4 0.8 -0.2